# 1
{
  "formula": "C39H42F11N9O3Pt",
  "method": "ωB97M-V/def2-TZVPD",
  "symbols": ["Pt", "C", "N", "C", "C", "N", "C", "C", "F", "C", "F", "C", "F", "C", "F", "C", "F", "C", "C", "N", "C", "C", "F", "C", "F", "C", "F", "C", "F", "C", "F", "H", "H", "H", "H", "H", "H", "H", "H", "H", "H", "H", "F", "C", "C", "C", "C", "O", "C", "C", "N", "C", "C", "C", "C", "C", "C", "N", "C", "C", "N", "C", "C", "C", "O", "O", "H", "H", "H", "H", "H", "H", "H", "H", "H", "H", "H", "H", "H", "H", "H", "H", "H", "H", "C", "N", "C", "C", "N", "N", "C", "C", "H", "H", "H", "H", "H", "H", "H", "H", "H", "H", "H", "H", "H"],
  "xyz": [[2.61091, 0.62678, 0.03123], [5.56257, -0.05979, 0.06301], [4.60521, 1.06414, -0.02095], [4.78581, 1.76421, -1.34287], [4.11711, 0.94171, -2.43485], [2.73514, 0.67304, -2.02395], [1.97713, -0.24380, -2.73992], [2.38982, -1.51437, -3.15311], [3.64973, -1.92707, -2.89391], [1.55532, -2.42215, -3.78024], [2.01115, -3.62544, -4.11757], [0.23299, -2.08892, -4.01237], [-0.59273, -2.95320, -4.59129], [-0.22029, -0.83834, -3.62775], [-1.49386, -0.49851, -3.85364], [0.63999, 0.05998, -3.02652], [0.15262, 1.26515, -2.71175], [4.81543, 1.94990, 1.17982], [4.18635, 1.27059, 2.38393], [2.80207, 0.90767, 2.05237], [2.13446, 0.13355, 2.99433], [0.85186, 0.49723, 3.41791], [0.26207, 1.57391, 2.88445], [0.15030, -0.20382, 4.38047], [-1.07487, 0.18562, 4.73305], [0.72995, -1.30098, 4.99501], [0.06814, -1.97948, 5.92454], [1.99818, -1.69730, 4.60764], [2.55311, -2.77653, 5.15622], [2.65770, -1.00973, 3.60574], [3.83494, -1.51016, 3.18703], [6.57015, 0.35573, 0.09026], [5.47765, -0.70153, -0.80885], [5.37639, -0.63018, 0.96549], [5.85356, 1.88867, -1.53024], [4.31553, 2.73866, -1.25872], [4.70474, 0.04237, -2.64678], [4.12681, 1.54062, -3.35103], [4.33384, 2.89874, 0.97298], [5.88636, 2.10511, 1.31814], [4.19490, 1.97831, 3.21852], [4.80175, 0.41975, 2.69084], [-3.68900, -1.83121, -0.99657], [-3.36021, -0.55749, -0.70712], [-2.04366, -0.25127, -0.54314], [-1.65331, 1.04716, -0.19718], [-0.24820, 1.37554, -0.01245], [0.58116, 0.40378, -0.03522], [0.05444, 2.73383, 0.18200], [-0.97471, 3.62735, 0.34022], [-2.27117, 3.32689, 0.24421], [-3.27525, 4.34794, 0.48955], [-4.05519, 4.90039, -0.66991], [-3.02662, 5.74485, 0.01977], [-2.64689, 2.02488, -0.05450], [-3.99373, 1.69156, -0.24161], [-4.37850, 0.40478, -0.57086], [-5.74111, 0.11567, -0.77876], [-6.17082, -1.05759, -1.53255], [-7.66010, -0.89160, -1.87131], [-7.98109, 0.57464, -1.90307], [-7.90260, 1.17631, -0.51973], [-6.72705, 0.51723, 0.21134], [1.42169, 3.35157, 0.20354], [1.52462, 4.55042, 0.34395], [2.45153, 2.60393, -0.05566], [-1.30431, -1.02418, -0.68129], [-0.71921, 4.65504, 0.55778], [-3.78210, 4.21388, 1.43707], [-5.10161, 5.12432, -0.51418], [-3.79864, 4.53107, -1.65407], [-3.35472, 6.54246, 0.66939], [-2.11728, 5.95275, -0.52593], [-4.74520, 2.46346, -0.16651], [-6.05621, -1.99650, -0.98496], [-5.58182, -1.12877, -2.44539], [-8.31136, -1.32918, -1.11727], [-7.90727, -1.32468, -2.83727], [-8.90216, 0.73815, -2.31006], [-7.29458, 1.04154, -2.49806], [-8.85587, 0.99529, -0.02699], [-7.76527, 2.24787, -0.64988], [-7.07319, -0.35000, 0.78515], [-6.29857, 1.21770, 0.92229], [0.35162, -2.24751, 0.95149], [1.63047, -2.86198, 1.24110], [1.62117, -3.91710, 2.24712], [2.72323, -2.58774, 0.50563], [2.96685, -1.41307, -0.05960], [3.57990, -3.62441, 0.29378], [3.06900, -4.93844, -0.09234], [4.99341, -3.42142, 0.03042], [-0.42257, -3.01474, 1.01625], [0.38801, -1.84725, -0.05772], [0.10833, -1.43613, 1.63969], [1.01999, -3.57983, 3.08975], [2.63062, -4.11271, 2.59796], [1.18134, -4.84168, 1.86797], [3.63668, -1.55280, -0.80229], [1.98995, -4.90579, -0.21228], [3.32740, -5.70301, 0.64183], [3.50381, -5.21614, -1.05406], [5.40103, -2.68211, 0.71300], [5.19770, -3.13365, -1.00704], [5.50720, -4.36237, 0.21798]],
  "forces_ev_per_angstrom": [[0.0, -0.1, -0.1], [0.0, 0.0, 0.0], [0.0, 0.0, 0.0], [0.0, 0.0, 0.0], [0.0, 0.0, 0.0], [0.0, 0.1, 0.1], [0.0, -0.1, 0.0], [0.0, 0.0, 0.0], [0.0, 0.0, 0.0], [0.0, 0.0, 0.0], [0.0, 0.0, 0.0], [0.0, 0.0, 0.0], [0.0, 0.0, 0.0], [0.0, 0.0, 0.0], [0.0, 0.0, 0.0], [0.0, 0.0, 0.0], [0.0, 0.0, 0.0], [0.0, 0.0, 0.0], [0.0, 0.0, 0.0], [0.0, 0.0, 0.0], [0.0, -0.1, 0.0], [0.0, 0.0, 0.0], [0.0, 0.0, 0.0], [0.0, 0.0, 0.0], [0.0, 0.0, 0.0], [0.0, 0.0, 0.0], [0.0, 0.0, 0.0], [0.0, 0.0, 0.0], [0.0, 0.0, 0.0], [0.0, 0.0, 0.0], [0.0, 0.0, 0.0], [0.0, 0.0, 0.0], [0.0, 0.0, 0.0], [0.0, 0.0, 0.0], [0.0, 0.0, 0.0], [0.0, 0.0, 0.0], [0.0, 0.0, 0.0], [0.0, 0.0, 0.0], [0.0, 0.0, 0.0], [0.0, 0.0, 0.0], [0.0, 0.0, 0.0], [0.0, 0.0, 0.0], [0.0, 0.0, 0.0], [0.0, 0.0, 0.0], [0.0, 0.0, 0.0], [0.0, 0.0, 0.0], [0.1, 0.0, 0.0], [-0.1, 0.1, 0.0], [0.0, -0.1, 0.1], [0.0, 0.0, 0.0], [0.0, 0.0, 0.0], [0.0, 0.0, 0.0], [0.0, 0.0, 0.0], [0.0, 0.0, 0.0], [0.0, 0.0, 0.0], [0.0, 0.0, 0.0], [0.0, 0.0, 0.0], [0.0, 0.0, 0.0], [0.0, 0.0, 0.0], [0.0, 0.0, 0.0], [0.0, 0.0, 0.0], [0.0, 0.0, 0.0], [0.0, 0.0, 0.0], [-0.1, 0.1, -0.2], [0.0, 0.0, 0.1], [0.1, 0.0, 0.0], [0.0, 0.0, 0.0], [0.0, 0.0, 0.0], [0.0, 0.0, 0.0], [0.0, 0.0, 0.0], [0.0, 0.0, 0.0], [0.0, 0.0, 0.0], [0.0, 0.0, 0.0], [0.0, 0.0, 0.0], [0.0, 0.0, 0.0], [0.0, 0.0, 0.0], [0.0, 0.0, 0.0], [0.0, 0.0, 0.0], [0.0, 0.0, 0.0], [0.0, 0.0, 0.0], [0.0, 0.0, 0.0], [0.0, 0.0, 0.0], [0.0, 0.0, 0.0], [0.0, 0.0, 0.0], [0.0, 0.0, -0.1], [0.0, 0.0, 0.0], [0.0, 0.0, 0.0], [0.0, -0.1, 0.0], [0.0, 0.1, 0.0], [0.0, 0.0, 0.1], [0.0, 0.0, 0.0], [0.0, 0.0, 0.0], [0.0, 0.0, 0.0], [0.0, 0.0, 0.1], [0.0, 0.0, 0.0], [0.0, 0.0, 0.0], [0.0, 0.0, 0.0], [0.0, 0.0, 0.0], [0.0, 0.0, 0.0], [0.0, 0.0, 0.0], [0.0, 0.0, 0.0], [0.0, 0.0, 0.0], [0.0, 0.0, 0.0], [0.0, 0.0, 0.0], [0.0, 0.0, 0.0]],
  "charge": 2,
  "de_lowest_kcal_mol": 5.5,
  "fmax_ev_per_a": 0.3,
  "orbital_gap_ev": 6.79
}

***

# 2
{
  "formula": "C39H42IrN5OPS",
  "method": "ωB97M-V/def2-TZVPD",
  "symbols": ["Ir", "C", "N", "C", "C", "C", "C", "C", "N", "C", "C", "C", "C", "C", "C", "H", "H", "H", "H", "H", "H", "H", "H", "H", "H", "H", "C", "C", "C", "C", "N", "N", "C", "H", "H", "H", "H", "H", "H", "H", "H", "N", "P", "C", "C", "C", "C", "C", "C", "C", "C", "C", "C", "C", "C", "C", "C", "C", "C", "C", "C", "H", "H", "H", "H", "H", "H", "H", "H", "H", "H", "H", "H", "H", "H", "H", "O", "S", "C", "C", "C", "C", "H", "H", "H", "H", "H", "H", "H", "H"],
  "xyz": [[0.09431, 0.08539, 0.06370], [0.55249, 1.47639, 2.84824], [-0.09520, 0.40738, 2.07469], [-0.79567, -0.49110, 2.70260], [-1.32637, -1.52746, 1.93461], [-1.98189, -2.72441, 2.22692], [-2.06069, -3.41456, 1.02359], [-1.46179, -2.61187, 0.04383], [-1.04971, -1.45335, 0.58210], [2.05738, 1.47223, 2.79084], [2.72271, 1.96334, 1.67451], [4.10541, 1.92318, 1.60179], [4.83708, 1.39122, 2.65433], [4.18394, 0.90993, 3.78017], [2.79860, 0.95472, 3.84689], [0.22567, 1.38028, 3.88597], [0.18550, 2.43693, 2.47451], [-0.93513, -0.44924, 3.77977], [-2.31957, -3.04685, 3.19905], [-2.48531, -4.39059, 0.85481], [-1.32032, -2.84172, -0.99415], [2.14966, 2.39511, 0.85946], [4.61608, 2.30695, 0.72768], [5.91671, 1.35784, 2.59712], [4.75141, 0.50219, 4.60673], [2.28898, 0.59164, 4.73328], [1.78313, 1.98831, -4.64599], [0.84664, 1.12512, -3.87219], [-0.17117, 0.28765, -4.26817], [-0.71629, -0.25928, -3.09655], [-0.08112, 0.23610, -2.02797], [0.86698, 1.06299, -2.53474], [-1.83157, -1.23971, -3.02991], [1.68922, 1.77594, -5.70796], [2.81768, 1.80941, -4.35122], [1.56345, 3.04542, -4.49046], [-0.49598, 0.10009, -5.27806], [1.50057, 1.52560, -1.90311], [-2.38833, -1.22474, -3.96480], [-2.51187, -1.02514, -2.20669], [-1.43676, -2.24681, -2.90153], [1.85309, -0.61902, -0.17593], [2.70624, -1.94332, -0.08758], [2.48575, -2.89518, 1.44070], [2.02070, -2.16013, 2.52506], [1.86512, -2.75473, 3.76927], [2.17719, -4.09291, 3.94160], [2.64981, -4.83554, 2.86664], [2.80485, -4.24248, 1.62358], [2.51267, -3.08453, -1.49384], [1.59956, -2.73168, -2.47857], [1.42722, -3.52586, -3.60530], [2.16916, -4.68680, -3.75352], [3.10731, -5.03450, -2.78910], [3.28984, -4.23104, -1.67533], [4.43587, -1.45623, -0.16652], [4.86040, -0.73188, -1.28219], [6.15892, -0.25733, -1.34809], [7.04436, -0.51143, -0.30540], [6.62933, -1.23835, 0.79857], [5.32228, -1.70506, 0.87448], [1.80155, -1.11300, 2.38096], [1.50594, -2.16867, 4.60721], [2.05348, -4.56097, 4.90976], [2.89996, -5.88029, 2.99711], [3.16208, -4.84655, 0.80506], [1.03610, -1.82147, -2.34796], [0.72152, -3.22855, -4.37211], [2.03419, -5.31207, -4.62658], [3.70605, -5.92766, -2.91228], [4.07644, -4.48170, -0.97657], [4.16858, -0.54910, -2.09667], [6.48741, 0.30611, -2.21216], [8.06188, -0.14576, -0.36023], [7.31979, -1.43792, 1.60822], [4.99809, -2.26321, 1.74404], [-1.16605, 2.02941, -0.06655], [-2.42774, 2.26757, 0.77242], [-3.76165, 2.45611, -0.42939], [-3.65713, 3.88493, -0.94379], [-3.48355, 4.73196, 0.31436], [-2.38854, 4.04921, 1.13951], [-4.69661, 2.27969, 0.10781], [-3.61811, 1.67378, -1.17342], [-4.53207, 4.17199, -1.52522], [-2.77864, 3.97530, -1.58624], [-4.41682, 4.74865, 0.88015], [-3.21614, 5.76355, 0.08999], [-2.49444, 4.18520, 2.21467], [-1.38350, 4.34673, 0.83775]],
  "forces_ev_per_angstrom": [[-0.9, 1.1, -0.3], [-0.3, 0.2, 0.0], [1.0, -0.5, 0.5], [0.0, 0.3, 0.1], [-0.3, 0.0, 0.0], [0.1, 0.0, -0.1], [0.0, 0.0, -0.1], [-0.1, 0.1, -0.1], [-0.3, -0.2, 0.2], [0.0, -0.2, 0.0], [0.0, 0.1, 0.0], [0.0, 0.0, 0.0], [0.0, 0.0, 0.0], [0.0, 0.0, 0.0], [0.0, 0.0, 0.0], [0.0, 0.1, 0.0], [0.0, 0.0, 0.0], [0.0, 0.1, 0.0], [0.0, 0.0, 0.0], [0.0, 0.0, 0.0], [0.0, 0.0, -0.1], [0.0, 0.0, 0.0], [0.0, 0.0, 0.0], [0.0, 0.0, 0.0], [0.0, 0.0, 0.0], [0.0, 0.0, 0.0], [0.0, 0.0, 0.0], [0.0, 0.1, 0.0], [-0.1, 0.0, -0.1], [-0.1, 0.3, 0.1], [0.7, -0.4, -0.5], [0.0, 0.1, 0.1], [0.0, 0.0, 0.1], [0.0, 0.0, 0.0], [0.0, 0.0, 0.0], [0.0, 0.0, 0.0], [0.0, 0.0, 0.0], [0.1, -0.1, 0.0], [0.0, 0.0, 0.0], [0.0, -0.1, 0.0], [0.0, -0.1, 0.0], [0.4, -0.4, 0.0], [-0.2, 0.2, -0.1], [0.0, -0.1, 0.0], [0.1, 0.0, 0.1], [0.0, 0.1, 0.0], [0.0, 0.0, 0.0], [0.0, 0.0, 0.0], [-0.1, 0.0, 0.0], [0.0, -0.1, 0.0], [-0.1, -0.1, 0.0], [0.0, 0.0, 0.0], [0.0, 0.0, 0.0], [0.0, 0.0, 0.0], [0.1, 0.1, 0.0], [0.1, 0.1, 0.1], [0.0, 0.0, 0.0], [0.0, 0.0, 0.0], [0.0, 0.0, 0.0], [0.0, 0.0, 0.0], [0.0, 0.0, 0.0], [0.0, 0.0, 0.0], [0.0, 0.0, 0.0], [0.0, 0.0, 0.0], [0.0, 0.0, 0.0], [0.0, 0.0, 0.0], [0.0, 0.0, 0.0], [0.0, 0.0, 0.0], [0.0, 0.0, 0.0], [0.0, 0.0, 0.0], [0.0, 0.0, 0.0], [0.0, 0.0, 0.0], [0.0, 0.0, 0.0], [0.0, 0.0, 0.0], [0.0, 0.0, 0.0], [0.0, 0.0, 0.0], [-0.4, -0.3, 0.3], [0.2, -0.2, -0.1], [0.0, 0.0, -0.1], [0.0, 0.0, 0.0], [0.0, 0.0, 0.0], [-0.1, 0.1, 0.0], [0.0, 0.0, 0.0], [0.0, 0.0, 0.0], [0.0, 0.0, 0.0], [0.0, 0.0, 0.0], [0.0, 0.0, 0.0], [0.0, 0.0, 0.0], [0.0, 0.0, 0.0], [0.0, 0.0, 0.0]],
  "charge": 1,
  "de_lowest_kcal_mol": 17.5,
  "fmax_ev_per_a": 1.5,
  "orbital_gap_ev": 7.20
}